Run 1
12
Properties=species:S:1:pos:R:3 method="wB97M-V/def2-TZVPD" gap_ev=11.12 charge=+1
C -1.4685 -0.7730 -0.2594
C -1.1459 -1.8843 -0.5508
N 3.0298 0.5979 -0.5966
N -1.9355 0.5098 -0.0204
O 0.7259 1.2367 0.1643
O 2.1154 0.0845 1.8224
S 1.9556 0.5521 0.4859
H 3.8284 -0.0149 -0.3643
H -1.1274 -2.8740 -0.7534
H -2.1844 0.9557 -0.8878
H -1.0616 1.2174 0.3178
H -2.7318 0.3921 0.6421

Run 2
12
Properties=species:S:1:pos:R:3 method="wB97M-V/def2-TZVPD" gap_ev=10.28 charge=+1 smiles=C1[NH2+]C2(NS1)OO2
C 1.4741 -0.1108 0.1702
N 0.3253 0.8138 0.3404
C -1.1847 -0.0978 -0.0800
N -0.7048 -1.2182 -0.5956
S 0.7207 -1.9256 0.1529
O -2.0793 0.2067 0.8507
O -2.0353 0.7678 -0.5003
H 1.9551 0.0054 -0.7176
H 2.0010 -0.0896 1.1330
H 0.0291 1.2955 1.2314
H 0.2647 1.5297 -0.2715
H -0.7660 -1.1769 -1.7137

Name the least stable of them. run 2.

Run 1
17
Properties=species:S:1:pos:R:3 method="wB97M-V/def2-TZVPD" gap_ev="7.33 / 7.39"
C -1.0692 0.8705 1.4286
C -1.9888 0.9292 0.5779
C 0.5556 0.5270 1.0230
C 1.1793 1.0162 -1.1930
C 0.3707 -1.0808 -0.9257
N 0.7267 0.1399 -0.2698
N 1.7239 2.2300 -0.8879
O 1.9298 2.9950 -1.8427
O 1.8974 2.5653 0.2774
H -0.7978 1.3239 2.3610
H -2.9376 0.7356 0.1909
H 1.1275 1.3663 1.2651
H 0.9478 -0.3205 1.7568
H 1.3688 0.9049 -2.2263
H -0.0760 -0.8886 -1.9358
H 1.1492 -1.7887 -1.0465
H -0.4558 -1.4923 -0.2646

Run 2
17
Properties=species:S:1:pos:R:3 method="wB97M-V/def2-TZVPD" gap_ev=8.60
N 2.3435 -0.7684 0.8915
C 1.3901 -0.5752 0.0561
C 1.6985 0.6040 -0.9716
O 2.6440 1.3382 -0.8420
N 0.3411 -1.2820 -0.0151
C -0.7999 -1.2040 -0.8936
C -1.8407 -0.3804 -0.5465
C -1.9090 0.7773 0.3641
O -0.6736 1.7524 0.3360
H 2.0129 -1.4494 1.9045
H 3.2740 -0.2557 1.0165
H 1.0339 0.6801 -1.8864
H -1.0502 -2.0636 -1.5383
H -3.0844 -0.6940 -0.7673
H -2.0884 0.4780 1.5639
H -3.0271 1.1857 0.0004
H -0.2646 1.8572 1.3279

Name the least stable of them. run 1.

Run 1
17
Properties=species:S:1:pos:R:3 method="wB97M-V/def2-TZVPD" gap_ev=9.96 smiles="CC(=O)n1ccnc1.O"
C 0.5747 -1.3731 -1.0001
C -0.4714 -0.3622 -0.7090
O -1.2716 0.0194 -1.5166
N -0.6292 -0.1551 0.6476
C 0.0792 -0.5267 1.8025
C -0.2253 0.3431 2.7552
N -1.1829 1.2410 2.3453
C -1.3562 0.9659 1.1057
H 0.7327 -2.2123 -0.2273
H 0.6370 -1.6884 -1.9677
H 1.6123 -0.8769 -0.9212
H 0.9043 -1.1908 1.7844
H 0.2184 0.3138 3.8323
H -1.9780 1.4709 0.3401
O 0.8986 1.2355 -2.3474
H 0.5435 0.7379 -3.1014
H 0.9140 2.0580 -2.8224

Run 2
17
Properties=species:S:1:pos:R:3 method="wB97M-V/def2-TZVPD" gap_ev=10.33 smiles="CC1=NNC(=O)[C@@]1(C)O"
C 0.0650 1.8629 -1.0210
C -0.0214 0.3876 -0.9841
N 0.0153 -0.5054 -1.8914
N 0.2038 -1.7595 -1.2823
C 0.4261 -1.6973 0.0706
O 0.5768 -2.6160 0.8439
C 0.2178 -0.2297 0.4137
C -0.9618 -0.0742 1.4299
O 1.2985 0.4193 1.0700
H 0.8047 2.2379 -0.4192
H -0.9134 2.4001 -0.6898
H 0.0826 2.3864 -2.0164
H 0.4944 -2.4634 -1.9299
H -1.1218 -0.8947 1.9765
H -1.9884 0.0092 0.8232
H -0.8448 0.8692 1.9814
H 1.6666 -0.3324 1.6250

Name the least stable of them. run 2.

Run 1
49
Properties=species:S:1:pos:R:3 method="wB97M-V/def2-TZVPD" gap_ev=10.06 smiles="CCCCOCP(=O)(CCCC)COCCCC"
C 2.7333 5.1306 2.6117
C 3.3691 3.7709 2.3452
C 2.4735 2.8355 1.5348
C 1.2253 2.3955 2.2915
O 0.5442 1.4375 1.5027
C -0.6319 0.9675 2.1014
P -1.5262 -0.1949 0.9707
O -2.8561 -0.5201 1.5028
C -0.4071 -1.6605 0.8597
C 0.9088 -1.4404 0.1264
C 1.8755 -2.6026 0.3503
C 3.1900 -2.3890 -0.3901
C -1.5210 0.7853 -0.6233
O -2.5474 0.4330 -1.4916
C -2.4941 -0.9182 -1.8994
C -3.6525 -1.1800 -2.8543
C -3.8368 -2.6615 -3.1774
C -2.6714 -3.2556 -3.9609
H 2.4325 5.5992 1.6776
H 1.8576 5.0360 3.2484
H 3.4438 5.7859 3.1101
H 4.2984 3.9189 1.7910
H 3.6229 3.2953 3.2952
H 3.0339 1.9376 1.2671
H 2.1662 3.3228 0.6081
H 0.5598 3.2486 2.4861
H 1.5026 1.9505 3.2604
H -1.3310 1.7903 2.3280
H -0.4277 0.4435 3.0502
H -0.2230 -1.9307 1.9056
H -0.9799 -2.4801 0.4175
H 0.7213 -1.3382 -0.9446
H 1.3632 -0.5124 0.4763
H 1.4118 -3.5315 0.0090
H 2.0748 -2.7065 1.4193
H 3.8680 -3.2208 -0.2147
H 3.0174 -2.3077 -1.4610
H 3.6727 -1.4747 -0.0519
H -1.7037 1.8261 -0.3377
H -0.5323 0.7187 -1.0986
H -2.5856 -1.5652 -1.0141
H -1.5268 -1.1183 -2.3858
H -4.5556 -0.7950 -2.3791
H -3.4900 -0.6130 -3.7725
H -4.7504 -2.7732 -3.7650
H -3.9718 -3.2174 -2.2472
H -2.4905 -2.6818 -4.8672
H -1.7612 -3.2580 -3.3666
H -2.8923 -4.2821 -4.2443

Run 2
49
Properties=species:S:1:pos:R:3 method="wB97M-V/def2-TZVPD" gap_ev=9.86 smiles="CCCCOCP(=O)(CCCC)COCCCC"
C -2.5266 -4.1883 0.8116
C -2.4089 -3.8069 -0.6598
C -1.2735 -2.8215 -0.9336
C -1.5175 -1.4478 -0.3017
O -0.6862 -0.4333 -0.8265
C 0.6610 -0.5283 -0.4674
P 1.4092 1.0532 -1.0895
O 0.9526 1.4429 -2.4283
C 3.2353 0.7813 -1.0419
C 3.8022 0.1130 0.2029
C 5.3275 0.0271 0.1420
C 5.9052 -0.6501 1.3789
C 1.0838 2.3334 0.2410
O -0.1737 2.2541 0.8303
C -1.2310 2.5476 -0.0702
C -2.5535 2.3440 0.6554
C -3.7437 2.5811 -0.2687
C -5.0685 2.3529 0.4488
H -1.5821 -4.5832 1.1801
H -2.8017 -3.3287 1.4169
H -3.2893 -4.9524 0.9419
H -2.2293 -4.7109 -1.2461
H -3.3518 -3.3741 -1.0002
H -1.1744 -2.6760 -2.0117
H -0.3365 -3.2422 -0.5609
H -1.3932 -1.4956 0.7903
H -2.5338 -1.1144 -0.5289
H 1.1627 -1.3719 -0.9668
H 0.7817 -0.6280 0.6206
H 3.4567 0.1924 -1.9366
H 3.6850 1.7676 -1.1919
H 3.5132 0.6744 1.0937
H 3.3924 -0.8944 0.2988
H 5.7415 1.0339 0.0522
H 5.6212 -0.5316 -0.7493
H 5.5218 -1.6637 1.4740
H 6.9895 -0.6984 1.3162
H 5.6380 -0.0975 2.2770
H 1.8093 2.2157 1.0493
H 1.2431 3.3111 -0.2466
H -1.1690 1.8831 -0.9396
H -1.1336 3.5876 -0.4187
H -2.5788 1.3225 1.0381
H -2.5993 3.0220 1.5100
H -3.6690 1.9077 -1.1249
H -3.7077 3.6041 -0.6494
H -5.9039 2.5220 -0.2264
H -5.1295 1.3330 0.8222
H -5.1669 3.0315 1.2933

Name the least stable of them. run 2.

Run 1
76
Properties=species:S:1:pos:R:3 method="wB97M-V/def2-TZVPD" gap_ev=7.67 charge=-2
C -17.6680 12.3807 -16.8585
O -16.9191 11.4220 -17.3356
O -17.1453 13.5749 -16.8678
O -18.8479 12.1315 -16.4132
C -21.0379 15.1071 -16.7174
O -21.7209 16.1122 -16.9029
N -20.6753 14.6817 -15.4726
N -20.4942 14.3816 -17.7498
H -20.1352 13.8290 -15.4161
H -20.9498 15.2024 -14.6666
H -20.6397 14.6090 -18.7117
H -20.0642 13.4968 -17.4963
C -20.3399 8.4261 -14.3987
O -20.7392 7.4177 -13.8280
N -20.5723 8.6712 -15.7220
N -19.4812 9.3117 -13.7773
H -21.1396 8.0328 -16.2556
H -20.2454 9.4992 -16.1989
H -19.5208 9.2729 -12.7744
H -18.9178 10.0212 -14.1974
C -18.0628 17.1415 -16.4713
O -18.3931 18.3212 -16.5744
N -17.9741 16.3871 -15.3199
N -17.9850 16.2923 -17.5605
H -18.1309 16.7904 -14.4189
H -17.4953 15.5097 -15.4567
H -17.9313 15.2986 -17.3782
H -18.1171 16.6136 -18.4974
C -16.9303 12.9757 -13.0764
O -16.5395 12.9363 -11.9101
N -16.1185 13.2872 -14.1405
N -18.2615 12.7662 -13.4118
H -15.1954 13.6228 -13.9416
H -16.5109 13.2641 -15.0757
H -18.8628 13.0627 -12.6646
H -18.5086 12.8219 -14.3926
C -15.8767 12.4467 -20.5940
O -15.7841 12.5271 -21.8202
N -15.3498 11.4406 -19.8387
N -16.4690 13.4155 -19.8305
H -14.9109 10.6647 -20.2920
H -15.6185 11.4027 -18.8618
H -16.5157 13.3812 -18.8183
H -16.8909 14.1852 -20.3118
C -23.4776 8.9729 -18.1042
O -22.9098 7.9559 -17.7174
N -24.7796 9.0293 -18.5315
N -22.8889 10.2057 -17.9495
H -25.3031 8.1765 -18.4883
H -25.1342 9.8554 -18.9696
H -21.9258 10.1608 -17.6621
H -23.2352 10.9930 -18.4645
C -13.5695 14.0195 -16.6135
O -12.5171 14.5056 -16.1958
N -13.9017 12.6855 -16.5683
N -14.6013 14.8130 -17.0314
H -14.8799 12.4249 -16.5657
H -13.2930 12.0831 -16.0433
H -14.4503 15.7973 -17.1353
H -15.5527 14.4613 -17.0787
C -15.6383 8.8777 -15.0859
O -15.2701 7.8486 -14.5114
N -16.5350 9.7459 -14.5267
N -15.2585 9.2231 -16.3465
H -16.8709 10.3730 -15.2494
H -16.9929 9.6153 -13.6520
H -14.4367 8.8456 -16.7757
H -15.7305 9.9135 -16.9234
C -19.6756 8.3844 -20.0697
O -20.2385 7.7766 -20.9729
N -18.3761 8.8659 -20.1975
N -20.1179 8.4048 -18.7633
H -18.0561 8.7701 -21.1455
H -18.0990 9.6132 -19.5668
H -19.5964 8.9326 -18.0841
H -21.0583 8.0860 -18.5485

Run 2
76
Properties=species:S:1:pos:R:3 method="wB97M-V/def2-TZVPD" gap_ev=8.89 charge=-2
C -0.1313 -0.2125 -0.4549
O 0.6648 0.1066 0.5015
O 0.2598 -1.0851 -1.3292
O -1.2940 0.3176 -0.5690
C 3.7640 -0.7717 -2.4234
O 4.8479 -0.7890 -3.0049
N 3.6407 -0.5478 -1.0807
N 2.5737 -0.9664 -3.0591
H 4.4644 -0.5152 -0.5162
H 2.7133 -0.4629 -0.6805
H 2.6559 -1.0844 -4.0498
H 1.7547 -0.7019 -2.5090
C 2.1811 -3.8279 -0.1422
O 2.8197 -4.8161 0.2042
N 1.9957 -3.4467 -1.4416
N 1.5005 -3.0006 0.7035
H 2.6456 -3.8548 -2.0873
H 1.5393 -2.5712 -1.6327
H 1.5719 -3.1349 1.6936
H 1.1008 -2.1696 0.2872
C -2.7889 4.0031 -1.7105
O -2.7997 5.2243 -1.7821
N -3.8678 3.3179 -1.2086
N -1.7872 3.2121 -2.1987
H -3.7725 2.3403 -1.0160
H -4.6872 3.7615 -0.8463
H -1.6682 2.2711 -1.8456
H -0.9403 3.7260 -2.3856
C -0.4632 -0.8644 4.0301
O -0.3485 -1.2139 5.2073
N 0.4232 -0.0270 3.4392
N -1.4828 -1.2916 3.2271
H 1.1727 0.3016 4.0226
H 0.3013 0.3253 2.4998
H -2.1956 -1.8572 3.6418
H -1.3068 -1.2267 2.2400
C -2.8738 -2.8299 -0.0948
O -3.6548 -3.7691 -0.0196
N -3.2137 -1.5900 -0.5702
N -1.5387 -2.9431 0.1709
H -4.1870 -1.4242 -0.7398
H -2.5388 -0.8703 -0.8007
H -1.2135 -3.7476 0.6726
H -1.0118 -2.0888 0.1837
C 1.2767 3.6951 -0.5464
O 1.4741 4.7850 -1.0612
N 1.4999 2.4878 -1.1598
N 0.8328 3.5224 0.7396
H 1.8017 2.4663 -2.1164
H 0.8344 1.7920 -0.8375
H 0.7897 2.5520 1.0124
H 0.8804 4.2742 1.3970
C -3.0865 2.2055 2.1895
O -3.7579 2.7864 3.0262
N -1.7295 2.2826 2.0867
N -3.5750 1.4184 1.1790
H -1.2132 1.9291 1.2974
H -1.2322 2.7677 2.8098
H -4.5520 1.1965 1.1847
H -2.9506 1.0913 0.4638
C 3.7068 0.4042 3.3026
O 3.2818 1.4575 3.7532
N 4.6682 -0.2811 4.0046
N 3.2617 -0.2484 2.2041
H 5.1477 0.2219 4.7246
H 4.9989 -1.1790 3.7047
H 2.4093 -0.0609 1.6926
H 3.7954 -1.0362 1.8835
C -1.9007 -1.3110 -4.1419
O -2.5351 -1.5543 -5.1765
N -1.0099 -2.1717 -3.5955
N -2.0704 -0.1491 -3.4499
H -0.5681 -1.8891 -2.7226
H -0.8026 -3.0296 -4.0657
H -2.8102 0.4308 -3.7971
H -1.6904 -0.0609 -2.5119

Name the least stable of them. run 1.

Run 1
9
Properties=species:S:1:pos:R:3 method="wB97M-V/def2-TZVPD" gap_ev="7.26 / 9.33" charge=+1 s_squared=2.006 spin_multiplicity=3
C -1.4747 0.4820 0.3076
C 1.0643 -0.4469 -0.1178
O 1.7800 0.5539 0.1956
O -0.4664 0.5895 -0.3866
H -2.3341 1.1845 0.1316
H -1.6162 -0.4065 1.0528
H 1.0558 -1.0567 -1.0892
H 0.8487 -1.0872 0.7420
H 2.0073 1.2064 -0.4721

Run 2
9
Properties=species:S:1:pos:R:3 method="wB97M-V/def2-TZVPD" gap_ev="7.50 / 7.27" charge=+1 s_squared=2.006 spin_multiplicity=3
C -0.7735 -1.5619 0.6566
C 0.8721 1.5528 -0.5566
O -0.1680 1.0605 -0.2092
O -0.3361 -1.2959 -0.4240
H -0.8615 -2.6522 0.9403
H -1.2160 -0.6879 1.3119
H 1.5847 1.1773 -1.2548
H 1.3012 2.3772 0.1346
H -0.4028 0.0300 -0.5989

Name the least stable of them. run 2.

Run 1
11
Properties=species:S:1:pos:R:3 method="wB97M-V/def2-TZVPD" gap_ev="8.13 / 8.08" smiles="O=C=NC=O.O=CN=O"
O 1.8476 2.0135 0.1114
C 0.8015 1.7875 -0.2651
N -0.2920 1.6783 -0.7042
C -1.4203 0.9576 -0.6488
O -1.4961 -0.1453 -0.2733
H -2.2569 1.6467 -0.8895
O 0.0293 -1.3034 2.0497
C 0.2106 -1.5525 0.8890
N 1.2865 -1.4801 0.1496
O 1.6793 -1.0362 -0.9605
H -0.3894 -2.5661 0.5416

Run 2
11
Properties=species:S:1:pos:R:3 method="wB97M-V/def2-TZVPD" gap_ev=10.07
H 1.2474 1.9622 1.1674
N 1.3747 1.2734 0.4984
N 1.0075 0.1903 0.8436
O 0.6194 -0.2802 1.8483
O 1.2489 -0.7917 -0.2699
C 0.0663 -1.2313 -0.8088
O 0.2151 -2.1644 -1.5425
C -1.1501 -0.4814 -0.4564
C -1.3114 0.8265 -0.3722
O -1.4575 1.9785 -0.3392
H -1.8605 -1.2820 -0.5686

Name the least stable of them. run 2.

Run 1
17
Properties=species:S:1:pos:R:3 method="wB97M-V/def2-TZVPD" gap_ev="11.72 / 7.50" charge=+1 s_squared=0.755 spin_multiplicity=2
C -0.7919 -1.4801 0.9656
N 0.0742 -0.3608 0.9134
C 1.4975 -0.5310 1.0296
C -0.2871 0.8037 0.1511
C -0.1243 0.6194 -1.3882
N -0.7971 1.6053 -2.0532
O 0.6682 -0.1098 -1.9293
H -1.7052 -1.3447 0.3905
H -0.3371 -2.4059 0.5975
H -1.0588 -1.6675 2.0155
H 1.8942 0.1630 1.7673
H 1.9830 -0.4461 0.0484
H 1.8131 -1.5378 1.3127
H 0.4106 1.5923 0.4232
H -1.2967 1.1328 0.3970
H -0.5074 1.7037 -3.0028
H -1.4352 2.2635 -1.6383

Run 2
17
Properties=species:S:1:pos:R:3 method="wB97M-V/def2-TZVPD" gap_ev="11.41 / 5.40" charge=+1 s_squared=0.757 spin_multiplicity=2
C -2.3047 0.4444 0.5125
C -1.3318 -0.4657 -0.2679
N -0.3606 0.4056 -0.7574
C 0.6116 0.8186 0.2712
C 1.8666 0.0724 -0.1461
N 1.5971 -1.3330 -0.5509
O -1.2457 -1.6659 -0.3462
H -2.9468 1.1828 0.0010
H -3.0256 0.0018 1.2482
H -1.6789 1.0081 1.2531
H 0.1412 0.0724 -1.6337
H 0.6224 1.9611 0.1104
H 0.2254 0.6214 1.2157
H 2.4375 0.5481 -0.8899
H 2.4547 0.1512 0.7933
H 0.6369 -1.8018 -0.3700
H 2.3007 -2.0215 -0.4434

Name the least stable of them. run 2.